Here is a cluster of 10 separate species, C32H90N6O10 in total at a distorted geometry from the OMol25 dataset. Energies are from ωB97M-V/def2-TZVPD.

**SMILES**: COC[C@H](C)N.COC[C@H](C)N.COC[C@H](C)N.COC[C@H](C)N.COC[C@H](C)N.COC[C@H](C)N.CCO.CCO.CCO.CCO
**HOMO-LUMO gap**: 9.40 eV
**LUMO energy**: 0.3 eV
**HOMO level**: -0.33603 Ha
**Total charge**: 0
**ΔE to the lowest compared entry with this formula, charge and spin**: 4.4150 eV

XYZ file:
```
138
Properties=species:S:1:pos:R:3:forces:R:3
O 1.080535 -1.427698 -5.560003 -2.09 -1.09 -1.48
O 7.372824 -2.029209 0.767019 0.24 0.02 0.92
O -5.157341 -3.458537 -3.559531 -0.28 0.83 1.34
O -1.284266 -0.500215 0.970241 -0.20 -0.77 0.35
O 1.774882 2.963309 9.101167 0.06 -0.27 -0.09
O 1.663475 4.676737 -6.418696 0.04 -0.71 -0.83
O -1.103044 -5.840412 3.989904 0.71 -1.27 -0.82
O 4.617382 4.669487 0.881941 0.50 -0.65 0.21
O -8.272972 -0.765284 8.256090 -0.74 -0.87 0.11
O -4.461623 1.804659 -4.547727 0.89 1.02 0.38
N -0.282956 0.922649 9.817907 1.85 0.01 1.15
N 2.605020 -5.723303 4.368425 -0.36 -0.65 0.97
N -2.527255 -2.484294 -3.377399 1.11 -0.38 0.07
N -5.484020 1.596910 -7.179838 -1.15 0.10 -0.07
N 3.360937 5.982046 -3.479264 1.73 0.25 0.73
N 1.181054 1.594081 2.793796 -0.06 -0.23 0.62
C -0.053131 1.304091 8.438975 -0.17 -0.19 -0.40
C 3.004510 2.482521 8.574113 -0.37 -0.61 -0.93
C 2.114763 4.157061 -7.666816 -0.48 0.15 0.32
C -3.758532 2.125360 -3.272231 -1.55 -2.42 -0.74
C 5.816790 5.296718 1.329277 0.42 0.72 -0.53
C 7.092719 -0.822375 0.101209 -0.10 -0.50 -1.71
C -2.157910 -6.804352 3.866874 0.01 0.90 0.61
C -3.492552 0.855476 -8.084832 1.49 1.20 -0.36
C -5.811140 -3.703691 -4.769200 0.60 0.05 -0.49
C 1.049203 5.964574 -3.730481 -1.41 -0.66 -1.14
C 2.175236 -1.156407 -4.809598 1.67 0.95 1.09
C -0.676245 0.186137 2.032845 1.29 -0.13 0.52
C 6.223258 -1.155339 -1.148516 -0.34 0.83 1.05
C -2.748364 -3.924093 -3.682902 -1.38 1.35 -0.15
C -3.640732 1.833676 -5.712379 0.85 -0.16 0.39
C -1.419516 1.111586 7.827881 0.46 0.95 -1.06
C -2.213449 -1.405873 1.580488 -0.53 0.82 -0.55
C 7.180495 4.773713 0.776266 -1.15 -0.26 0.27
C 0.542979 2.714423 8.350638 0.54 0.34 0.85
C 3.413955 -1.229800 -5.681760 0.61 0.34 0.01
C -1.556044 -4.761803 -3.271506 -0.30 0.02 0.05
C 2.336210 5.287500 -4.180475 -0.12 0.46 -0.45
C 1.553231 -5.100881 2.298123 -1.82 -0.38 -1.22
C 1.312887 -5.335836 3.806342 -0.27 -0.72 -0.90
C 1.505581 0.429687 0.660771 -2.24 -0.19 -1.11
C 0.164794 -6.462370 4.113843 2.46 2.27 0.01
C -7.170630 -0.030363 6.163885 0.84 -0.03 0.72
C -4.218353 0.994204 -6.797893 -2.22 -0.56 -0.14
C 0.473579 1.083630 1.604453 0.76 1.19 0.20
C -7.152102 -0.176519 7.680217 0.28 1.38 0.42
C -4.141331 -4.315441 -3.138327 0.87 -1.61 -0.60
C 2.719882 5.218490 -5.700828 -1.18 0.49 1.39
H 7.894501 -2.584573 0.183042 0.02 0.01 -0.04
H -1.208465 -4.577718 -2.254947 -0.11 -0.01 0.09
H -3.524378 2.860188 -6.060006 0.21 0.13 -0.06
H 2.659840 3.222885 -7.531526 -0.20 -0.33 0.08
H 0.426375 -7.292349 3.457493 -0.81 -0.17 -0.56
H -4.379191 -0.016722 -6.423383 0.08 -0.26 0.51
H 7.052726 4.707899 -0.304222 0.33 0.10 -0.12
H -8.184798 0.138147 5.801707 0.14 -0.15 -0.05
H 1.929244 -0.449324 1.146514 0.57 0.34 0.12
H -8.150133 -1.711258 8.148165 -0.36 -0.18 0.12
H -2.822494 -1.939459 0.850800 0.53 -0.07 -0.37
H -6.442794 -2.831077 -4.935552 0.02 -0.16 -0.18
H 0.461617 1.394868 10.310560 0.02 0.77 0.77
H -2.121324 1.840094 8.233892 -0.12 -0.12 -0.01
H 3.172654 -0.772153 -6.641147 -0.04 -0.24 -0.14
H 0.215838 5.407274 -4.158293 -0.21 -0.05 0.03
H 0.877032 6.980981 -4.084587 0.55 0.17 -0.17
H 3.114246 1.412399 8.749927 0.07 -0.15 0.13
H 0.104373 0.000269 9.956833 -0.57 -0.80 -0.17
H -6.571390 0.869253 6.023477 -0.03 0.01 -0.65
H -4.416996 2.679006 -2.602904 0.21 0.70 -0.53
H 1.210720 4.034803 -8.263355 0.30 -0.21 -0.17
H 4.493118 4.913373 -0.038212 -0.09 -0.04 -0.13
H -2.424679 -2.413910 -2.375090 0.39 -0.06 0.32
H -1.736646 0.095300 8.061701 -0.14 0.14 -0.22
H -6.259090 -0.624333 8.116207 0.37 -0.23 -0.51
H 0.641943 -4.872983 1.745208 -0.52 0.92 0.37
H 3.278983 6.980871 -3.604629 -0.15 0.16 -0.02
H -2.590399 -6.906295 4.862194 -0.24 -0.34 0.01
H -5.067025 -3.800726 -5.559754 -0.04 0.19 -0.41
H -3.265439 -1.816997 -3.550296 -0.52 -0.56 -0.67
H -3.495462 1.839450 -8.553742 0.08 0.17 -0.17
H -1.726429 -2.100990 2.264388 0.04 0.00 0.03
H 0.947763 0.009486 -0.176104 -0.21 -0.29 -0.16
H 0.588303 0.632612 7.868199 0.51 -0.27 0.25
H 3.361179 -5.169113 3.992652 -0.10 0.26 -0.06
H 5.746186 6.316686 0.951411 0.22 0.38 0.25
H 5.764656 5.366799 2.415779 0.11 -0.33 -0.04
H -2.826126 -4.114441 -4.753332 0.03 0.68 -0.33
H -7.135710 0.838829 8.076316 -0.12 0.12 0.14
H 2.301529 -4.385483 1.957002 0.07 0.22 0.72
H 2.324407 4.253102 -3.836994 -0.14 -0.13 0.07
H -6.197813 1.443483 -6.481937 0.01 0.19 0.37
H 3.871218 -2.209069 -5.823287 -0.57 -0.25 -0.13
H 2.795793 -6.664022 4.054218 0.19 -0.27 0.04
H -1.828501 -5.810735 -3.388164 0.16 -0.13 0.13
H -2.937106 -0.770727 2.091382 -0.13 -0.21 0.60
H -6.411661 -4.612052 -4.817643 -0.16 -0.19 0.48
H -2.712446 2.430228 -3.301903 -0.30 0.38 -0.48
H -1.821360 -7.778817 3.512961 0.06 0.10 -0.16
H -3.818344 1.120467 -2.854260 0.74 -0.02 0.66
H -2.441434 0.620465 -7.917418 0.00 -0.51 -0.29
H 7.977033 5.471347 1.034983 -0.10 0.13 -0.14
H 4.244801 -0.639488 -5.295330 -0.14 0.23 0.36
H 2.165176 1.113244 0.126192 0.47 0.08 0.86
H 2.824706 4.819671 -8.161825 -0.15 0.42 -0.11
H 3.914459 2.979460 8.910503 -0.53 0.35 0.89
H 0.364864 -6.830224 5.120186 -0.22 0.12 0.34
H 5.930106 -0.197856 -1.579083 -0.02 -0.16 -0.54
H -4.000762 0.203748 -8.795539 0.22 -0.35 0.30
H 5.313101 -1.693697 -0.884147 -0.10 0.19 0.39
H -4.080673 -4.422394 -2.055282 -0.41 0.55 0.23
H 2.222093 -1.787820 -3.922332 0.29 -0.27 0.11
H 1.902853 0.945028 3.072793 -0.05 -0.51 0.23
H -1.402671 0.732939 2.634015 -0.16 0.37 -0.13
H -1.279342 1.272302 6.758939 -0.67 -0.21 -0.31
H 3.090784 2.625299 7.496954 -0.48 0.00 -0.39
H -4.380156 -5.314346 -3.503341 0.03 -0.46 -0.04
H 7.992992 -0.313880 -0.243813 0.46 -0.21 -0.19
H 7.498263 3.790418 1.123033 -0.30 -0.07 0.17
H 1.729698 -5.983929 1.683964 0.80 -0.82 0.74
H -5.843925 1.135779 -8.003204 -0.03 0.00 -0.24
H -2.904916 -6.365893 3.205209 0.00 -0.22 -0.06
H 1.739269 2.395694 2.537031 -0.23 0.38 -0.20
H -0.742593 -4.542623 -3.963136 0.08 -0.03 0.14
H 0.965284 -4.423467 4.290971 0.03 0.06 -0.05
H -0.016277 2.006431 1.293693 0.26 -0.06 -1.21
H 0.327562 -1.504958 -4.969517 -0.31 -0.06 -0.10
H -0.127389 3.382207 8.891725 -0.27 0.15 -0.35
H -0.207155 -0.492048 2.745667 -0.09 -0.73 0.17
H 2.051037 -0.134503 -4.451299 0.47 0.37 0.34
H -6.647643 -0.858654 5.685855 -0.38 -0.05 -0.31
H 2.935359 6.203871 -6.113974 0.26 0.40 0.17
H 6.696768 -0.068141 0.781237 -0.71 -0.56 0.16
H 6.696049 -1.826067 -1.865944 0.52 0.40 -0.04
H 3.619932 4.607646 -5.770620 0.24 -0.20 -0.01
H 0.702827 3.049517 7.325815 -0.21 -0.09 -0.15
H -2.680273 1.350320 -5.533536 0.50 0.36 0.51
H 4.256878 5.735901 -3.875255 0.42 -0.02 0.17
H 0.882599 5.980646 -2.653418 0.53 -0.22 0.02
```
Forces are in eV/Å.